12
Properties=species:S:1:pos:R:3:forces:R:3 method="wB97M-V/def2-TZVPD" multiplicity=3 energy_ha=-848.8977 homo_energy_ha="-0.248 / -0.427" s2=2.012 e_lumo_ev="0.3 / -2.7" homo_lumo_gap_ev="7.1 / 8.9"
C -1.91399 -0.58648 0.00917 -1.3 -2.6 4.2
N 0.25458 -1.40585 -0.01785 5.9 0.3 -1.4
N -0.86496 -1.52850 0.28211 -4.1 -0.8 0.1
O 0.78587 0.94993 1.30386 0.8 -0.5 -0.6
O 1.96242 1.84671 -0.62749 -0.5 -1.5 0.3
O 0.68056 -0.27172 -0.86741 1.3 0.3 0.9
O 2.86796 -0.14628 0.41103 0.8 -0.7 0.2
S 1.66010 0.53093 0.23925 -1.6 1.1 -0.1
H -2.67648 -1.16668 -0.42264 -1.6 -0.7 -0.3
H -2.20446 -0.38158 1.10118 -0.2 1.5 -2.1
H -1.60596 -0.00337 -0.78545 0.9 2.4 -0.7
H 1.05434 2.16289 -0.62578 -0.3 1.3 -0.5